The following is a quantum chemistry calculation of a gas-phase ion, C25H27BF3O3 (charge +1) in a non-equilibrium geometry, from the OMol25 dataset.

relative energy (zero: lowest compared OMol25 entry of this formula, charge and spin) = 0.0 kcal/mol
net charge = +1

```
59
Properties=species:S:1:pos:R:3:mulliken_charge:R:1
C 4.686 1.326 2.261 -1.324
C 3.539 0.431 2.028 0.819
C 3.292 -0.842 2.491 -0.959
C 2.135 -1.301 1.911 -1.148
C 1.526 -0.282 1.013 1.576
B 1.972 -0.681 -0.822 0.907
O 1.788 -1.929 -1.355 -0.613
C 0.642 -1.611 -2.289 1.732
C 0.711 -2.455 -3.529 -2.056
C -0.540 -2.013 -1.442 -0.538
C 0.836 -0.044 -2.575 0.952
C 0.903 0.438 -4.011 -1.790
C -0.238 0.719 -1.847 -1.052
O 2.059 0.311 -1.802 -0.609
O 2.521 0.827 1.231 -0.367
H 5.555 0.734 2.561 0.394
H 4.942 1.899 1.370 0.355
H 4.525 2.041 3.087 0.308
H 3.969 -1.372 3.182 0.481
H 1.537 -2.136 2.264 0.774
H -0.234 -2.364 -4.086 0.323
H 1.557 -2.137 -4.168 0.405
H 0.888 -3.491 -3.232 0.473
H -1.504 -2.124 -1.936 0.425
H -0.320 -2.935 -0.894 0.398
H -0.672 -1.225 -0.692 -0.816
H -0.126 0.520 -4.381 0.395
H 1.384 1.417 -4.091 0.409
H 1.413 -0.227 -4.706 0.366
H -1.210 0.244 -1.847 0.587
H 0.088 0.784 -0.813 -0.525
H -0.271 1.777 -2.148 0.581
F -2.695 3.642 -2.825 -0.245
C -2.894 4.161 -1.562 0.865
F -2.311 5.394 -1.539 -0.278
F -4.244 4.349 -1.421 -0.263
C -2.290 3.222 -0.536 0.171
C -1.057 3.493 0.053 -1.115
C -0.436 2.481 0.779 0.107
C -0.952 1.201 0.883 -0.049
C 0.132 0.074 1.477 -0.032
C -0.742 -1.057 2.102 0.057
C -0.639 -1.479 3.444 -0.210
C -1.488 -2.451 3.982 -0.667
C -2.471 -3.082 3.222 -0.747
C -2.422 -2.850 1.852 -1.149
C -1.670 -1.786 1.344 0.003
C -2.303 1.001 0.447 -0.007
C -2.942 2.008 -0.273 -1.410
H -0.595 4.464 -0.014 0.505
H 0.527 2.679 1.248 0.383
H 0.494 0.689 2.319 1.381
H 0.067 -1.011 4.118 0.447
H -1.400 -2.727 5.029 0.387
H -3.191 -3.774 3.648 0.428
H -3.015 -3.445 1.148 0.394
H -1.957 -1.466 0.348 0.152
H -2.896 0.095 0.623 0.533
H -3.962 1.876 -0.627 0.493
```


The following is a quantum chemistry calculation of a molecular structure, C25H27BrN4ORb, from the OMol25 dataset.

relative energy (zero: lowest compared OMol25 entry of this formula, charge and spin) = 0.0 kcal/mol
net charge = -1

```
59
Properties=species:S:1:pos:R:3:mulliken_charge:R:1
Rb -0.217 1.261 -1.327 0.730
Br -4.717 -3.941 3.064 -0.273
C -4.107 -2.422 2.088 -0.190
C -4.801 -2.010 0.940 -0.358
C -4.370 -0.920 0.239 -0.342
C -3.195 -0.163 0.599 0.381
O -2.799 0.791 -0.122 -0.813
C -2.521 -0.614 1.793 0.695
C -1.334 0.001 2.335 -0.904
N -0.593 0.910 1.813 0.006
C 0.387 1.454 2.643 -0.179
C 0.096 1.894 3.915 -0.163
C 1.075 2.489 4.737 -0.668
C 2.352 2.654 4.290 -0.895
C 2.695 2.230 2.982 1.117
C 3.998 2.384 2.456 -0.692
C 4.266 1.970 1.187 -1.015
C 3.221 1.394 0.430 -0.141
N 2.008 1.221 0.886 0.136
C 1.721 1.634 2.149 -0.113
C -3.005 -1.726 2.503 -0.733
H -5.679 -2.556 0.617 0.396
H -4.902 -0.592 -0.647 0.379
H -1.056 -0.392 3.325 0.482
H -0.923 1.811 4.273 0.583
H 0.796 2.822 5.729 0.375
H 3.112 3.115 4.910 0.345
H 4.763 2.840 3.074 0.378
H 5.247 2.084 0.744 0.418
H 3.396 1.091 -0.597 0.442
H -2.477 -2.042 3.397 0.383
C 2.407 2.715 -2.787 -0.633
C 2.593 1.374 -3.184 -0.538
C 1.551 1.033 -4.070 -0.515
C 0.727 2.163 -4.226 -0.691
C 1.256 3.201 -3.435 -0.732
H 3.053 3.281 -2.128 0.395
H 3.434 0.740 -2.923 0.739
H 1.416 0.074 -4.555 0.372
H -0.164 2.217 -4.839 0.399
H 0.853 4.203 -3.345 0.413
N -2.190 -0.918 -2.564 -0.348
C -2.086 -2.323 -2.169 -0.972
C -1.306 -2.470 -0.855 1.270
C -0.020 -3.284 -0.986 -1.381
C 1.047 -2.587 -1.828 -0.741
N 1.408 -1.306 -1.241 -0.134
H -2.680 -0.380 -1.850 0.108
H -2.710 -0.823 -3.428 0.204
H -1.560 -2.856 -2.969 0.519
H -3.066 -2.809 -2.064 0.299
H -1.942 -2.907 -0.083 0.245
H -1.028 -1.474 -0.504 -0.704
H -0.235 -4.265 -1.424 0.402
H 0.391 -3.475 0.012 0.379
H 0.651 -2.381 -2.826 0.348
H 1.900 -3.269 -1.958 0.425
H 2.000 -0.755 -1.854 0.014
H 1.863 -1.396 -0.341 0.091
```